# 1
{"formula": "C3H11NO2", "method": "wB97M-V/def2-TZVPD", "spin_multiplicity": 2, "e_above_lowest_kj_mol": 246.3, "charge": 1, "total_energy_ha": -325.72976, "e_homo_ev": [-14.2458, -14.2419], "molar_mass_g_mol": 93.13, "homo_lumo_gap_ev": [9.85, 5.80], "species": ["O", "H", "H", "O", "C", "H", "H", "H", "H", "H", "H", "H", "H", "H", "C", "N", "C"], "xyz": [[-0.59, 0.68, -2.05], [-1.90, 0.97, 1.67], [-1.41, -1.27, 0.89], [1.57, 2.12, -1.12], [0.69, -2.38, 0.59], [1.06, -0.44, -0.26], [1.46, -3.00, 0.22], [-0.38, 1.43, 0.89], [1.21, 1.40, -1.85], [1.06, 2.82, -0.87], [0.07, -2.76, 1.42], [-0.83, 0.67, -2.96], [-0.31, 0.63, 2.45], [-0.50, 0.08, -1.42], [0.44, -1.10, 0.26], [-0.80, -0.54, 0.63], [-0.85, 0.68, 1.50]], "lowdin_spin": [0.01, 0.00, 0.01, 0.00, 0.37, 0.01, 0.02, 0.01, 0.00, 0.00, 0.01, 0.00, 0.02, 0.00, 0.11, 0.41, 0.04]}

# 2
{"formula": "C3H11NO3", "method": "wB97M-V/def2-TZVPD", "e_above_lowest_kj_mol": 131.1, "smiles": "CN(C)C=O.O.O", "total_energy_ha": -401.36312, "e_homo_ev": -9.4727, "molar_mass_g_mol": 109.12, "homo_lumo_gap_ev": 9.91, "species": ["H", "H", "H", "C", "H", "H", "H", "H", "H", "C", "H", "O", "O", "C", "H", "O", "H", "N"], "xyz": [[1.34, 1.19, 2.34], [-2.11, 0.67, -2.23], [0.88, 0.58, 0.73], [0.42, -1.01, 3.16], [-3.59, 0.60, -2.53], [3.00, -2.11, 2.71], [-2.54, 1.83, -6.61], [2.56, 0.60, 1.28], [-1.03, 1.71, -6.19], [2.31, -1.92, 1.89], [0.51, -1.97, 3.69], [-0.42, -0.17, 3.42], [-2.74, 0.75, -2.95], [1.52, 0.45, 1.58], [1.77, -2.88, 1.80], [-1.65, 2.18, -6.73], [2.78, -1.73, 0.94], [1.38, -0.85, 2.22]], "nbo_charge": [0.23, 0.47, 0.20, 0.53, 0.47, 0.20, 0.48, 0.20, 0.47, -0.41, 0.11, -0.61, -0.94, -0.41, 0.20, -0.95, 0.22, -0.44]}

# 3
{"formula": "C3H11NO3", "method": "wB97M-V/def2-TZVPD", "e_above_lowest_kj_mol": 215.8, "smiles": "C[C@H](N)C=O.O.O", "total_energy_ha": -401.33086, "e_homo_ev": -9.6522, "molar_mass_g_mol": 109.12, "homo_lumo_gap_ev": 10.20, "species": ["O", "H", "H", "O", "H", "C", "H", "H", "H", "H", "H", "C", "H", "N", "H", "C", "O", "H"], "xyz": [[0.45, 1.96, 2.65], [2.01, 2.28, 0.78], [-1.15, -6.05, -1.66], [-1.40, -1.30, 0.25], [0.43, 2.27, -1.58], [0.23, 1.49, 1.57], [0.85, 3.58, -0.56], [-0.87, -0.98, 0.98], [0.74, 0.05, -0.84], [-0.73, 2.59, -0.36], [-2.03, -0.55, 0.22], [0.35, 2.61, -0.55], [-1.53, -5.52, -0.27], [1.55, 0.47, -0.39], [-0.62, 0.86, 1.35], [1.19, 1.70, 0.36], [-1.62, -6.28, -0.85], [2.15, 0.83, -1.10]], "nbo_charge": [-0.50, 0.21, 0.47, -0.92, 0.21, 0.46, 0.23, 0.46, 0.37, 0.21, 0.46, -0.64, 0.47, -0.82, 0.07, -0.16, -0.94, 0.36]}

# 4
{"formula": "C3H11NO3", "method": "wB97M-V/def2-TZVPD", "e_above_lowest_kj_mol": 157.7, "smiles": "NC(CO)CO.O", "total_energy_ha": -401.35299, "e_homo_ev": -10.0556, "molar_mass_g_mol": 109.12, "homo_lumo_gap_ev": 10.67, "species": ["H", "H", "O", "H", "H", "H", "C", "N", "C", "H", "H", "H", "O", "H", "H", "H", "O", "C"], "xyz": [[0.86, 0.18, 1.38], [1.63, -1.33, -0.18], [-1.59, -0.24, 1.29], [0.53, -0.94, -1.26], [1.08, 1.65, -1.30], [1.48, 2.22, 0.40], [0.54, 0.31, 0.34], [0.66, -1.03, -0.26], [1.43, 1.39, -0.30], [-1.97, -2.27, -0.55], [-2.94, -1.18, -0.04], [-1.24, 1.61, 0.70], [2.74, 0.87, -0.55], [-1.28, -1.13, 1.10], [-1.40, 0.36, -0.62], [3.19, 0.70, 0.30], [-2.78, -1.80, -0.78], [-0.93, 0.64, 0.32]], "nbo_charge": [0.19, 0.37, -0.75, 0.36, 0.18, 0.17, -0.11, -0.84, -0.08, 0.47, 0.48, 0.20, -0.72, 0.47, 0.19, 0.46, -0.95, -0.09]}